One molecule with the formula C4H3NO at a distorted geometry. Source: the OMol25 dataset; level of theory: ωB97M-V/def2-TZVPD.

Each line ends with the natural charge from an NBO analysis.
Geometry (Å):
O -1.80 0.68 -0.42  -0.719
C -0.22 -0.61 -0.16  -0.153
C 1.13 -0.25 -0.25  -0.102
C 2.30 0.03 -0.35  -0.136
C -1.17 -0.10 0.79  0.329
N -1.46 -0.20 1.95  -0.193
H -1.56 1.61 -0.30  0.484
H -0.55 -1.43 -0.81  0.248
H 3.34 0.27 -0.44  0.242

Its HOMO energy (alpha / beta) is -8.22 / -10.28 eV. Its lowest unoccupied orbital energy (alpha / beta) is -2.10 / -1.02 eV. The HOMO-LUMO gap (alpha / beta) comes out at 6.130 / 9.263 eV. Its largest force on an atom is 4.19 eV/A. The calculation puts the energy above the lowest of the compared OMol25 structures with the same formula, charge and spin at 118.0 kcal per mole. The calculation puts the molar mass at 81.1 g mol⁻¹.

---

One molecule with the formula C4H3NO at a distorted geometry. Source: the OMol25 dataset; level of theory: ωB97M-V/def2-TZVPD.

Each line ends with the natural charge from an NBO analysis.
Geometry (Å):
O -1.98 0.82 -0.26  -0.690
C -0.20 -0.73 -0.07  -0.175
C 1.13 -0.31 -0.19  -0.091
C 2.28 0.04 -0.33  -0.147
C -1.22 0.04 0.56  0.356
N -1.25 -0.32 1.75  -0.224
H -1.50 1.65 -0.36  0.495
H -0.55 -1.53 -0.71  0.236
H 3.30 0.34 -0.41  0.241

Its HOMO energy (alpha / beta) is -9.74 / -9.00 eV. Its lowest unoccupied orbital energy (alpha / beta) is -1.03 / -0.66 eV. The HOMO-LUMO gap (alpha / beta) comes out at 8.707 / 8.340 eV. Its largest force on an atom is 1.51 eV/A. The calculation puts the energy above the lowest of the compared OMol25 structures with the same formula, charge and spin at 91.9 kcal per mole. The calculation puts the molar mass at 81.1 g mol⁻¹.